This record from OMol25 describes the molecule C4H5F. The level of theory is ωB97M-V/def2-TZVPD.

Properties
Spin multiplicity ... 1
Structure (SMILES) ... C=C/C=C/F
Energy relative to the best compared isomer or geometry (same formula, charge and spin) ... 79.0 kJ/mol
Max |F| ... 0.0636 hartree/bohr
Total energy ... -6944.3979 eV

Atoms and positions in Å:
C -0.75 -0.30 0.34
C 0.59 -0.32 -0.21
C -1.72 0.35 -0.35
C 1.65 0.24 0.37
F 2.89 -0.02 -0.22
H -1.08 -1.05 1.12
H 0.73 -0.96 -1.04
H -2.82 0.31 -0.25
H -1.36 0.94 -1.11
H 1.84 0.82 1.33